Here is a structure of composition C15H39FN7O8P2Ti in a non-equilibrium geometry from the Open Molecules 2025 dataset. Energies are from ωB97M-V/def2-TZVPD.

## Properties
- Charge: 0
- Spin multiplicity: 4
- Kohn-Sham gap (spin up / spin down): 6.52 / 6.95 eV
- LUMO energy (spin up / spin down): -1.60 / -1.17 eV
- HOMO (spin up / spin down): -8.11 / -8.11 eV

Last column: Mulliken spin population.
Element x y z (Å)
Ti 7.487 -7.528 23.218  3.11
N 7.227 -10.950 23.882  -0.01
O 6.833 -11.622 22.927  0.00
O 7.547 -11.447 24.961  0.01
O 7.273 -9.675 23.765  -0.10
C 9.304 -12.721 26.847  0.00
C 9.915 -14.044 26.390  0.00
O 10.052 -14.720 27.636  0.00
C 10.028 -13.854 28.651  0.00
O 10.228 -14.086 29.799  0.00
O 9.755 -12.610 28.184  0.00
F 11.155 -13.811 25.836  0.00
H 8.220 -12.827 26.808  0.00
H 9.669 -11.876 26.276  0.00
H 9.321 -14.648 25.717  0.00
O 7.300 -16.110 26.682  0.00
P 6.855 -16.327 25.285  0.00
N 8.047 -15.946 24.128  0.00
C 9.221 -16.786 23.932  0.00
C 8.124 -14.602 23.571  0.00
N 5.495 -15.407 24.939  0.00
C 5.387 -14.007 25.369  0.00
C 4.801 -15.675 23.685  0.00
N 6.519 -17.927 24.908  0.00
C 6.558 -18.423 23.529  0.00
C 6.746 -18.966 25.909  0.00
H 10.060 -16.400 24.520  0.00
H 9.458 -16.796 22.866  0.00
H 9.036 -17.806 24.261  0.00
H 7.564 -14.513 22.632  0.00
H 9.153 -14.311 23.352  0.00
H 7.661 -13.888 24.247  0.00
H 5.829 -13.312 24.654  0.00
H 4.324 -13.795 25.494  0.00
H 5.866 -13.911 26.343  0.00
H 4.415 -16.697 23.663  0.00
H 3.993 -14.955 23.571  0.00
H 5.426 -15.607 22.783  0.00
H 7.481 -18.985 23.355  0.00
H 5.706 -19.085 23.364  0.00
H 6.495 -17.571 22.860  0.00
H 7.815 -19.202 25.883  0.00
H 6.200 -19.887 25.690  0.00
H 6.363 -18.660 26.880  0.00
O 2.462 -12.055 26.933  0.00
P 3.131 -11.432 28.092  0.00
N 2.370 -10.080 28.689  0.00
C 2.888 -9.320 29.831  0.00
C 1.546 -9.256 27.813  0.00
N 4.702 -10.911 27.684  0.00
C 5.066 -10.702 26.289  -0.01
C 5.804 -11.062 28.623  0.00
N 3.353 -12.440 29.379  0.00
C 4.088 -13.682 29.060  0.00
C 2.279 -12.659 30.336  0.00
H 3.646 -8.628 29.457  0.00
H 3.250 -10.010 30.590  0.00
H 2.090 -8.736 30.290  0.00
H 2.153 -8.481 27.332  0.00
H 0.673 -8.858 28.325  0.00
H 1.192 -9.898 27.003  0.00
H 5.948 -10.062 26.232  0.01
H 5.266 -11.653 25.793  0.00
H 4.252 -10.153 25.814  0.00
H 6.366 -11.985 28.447  0.00
H 6.492 -10.213 28.568  0.00
H 5.449 -11.072 29.652  0.00
H 4.144 -13.835 27.985  0.00
H 5.043 -13.677 29.587  0.00
H 3.554 -14.540 29.474  0.00
H 1.702 -11.744 30.488  0.00
H 2.656 -12.908 31.329  0.00
H 1.564 -13.414 30.005  0.00



Here is a cluster of 3 separate species, C15H39N4O7PS in total in a non-equilibrium geometry from the Open Molecules 2025 dataset. Energies are from ωB97M-V/def2-TZVPD.

## Properties
- Charge: 0
- SMILES string: CCN(CCP(O)(O)(S)CON=O)C(C)=O.COC[C@@H](C)N.COC[C@@H](C)N
- Kohn-Sham gap: 8.94 eV
- LUMO energy: -0.37 eV
- HOMO: -9.30 eV

Last column: Löwdin charge in e.
Element x y z (Å)
C 5.599 -4.502 -0.164  -0.13
C 5.574 -3.228 -1.190  -0.23
N 4.343 -2.372 -1.159  -0.13
C 3.107 -3.024 -1.704  -0.26
C 2.285 -3.998 -0.680  -0.28
P 0.382 -4.043 -0.971  0.50
O -0.387 -5.641 -1.061  -0.33
O -0.658 -2.656 -1.129  -0.31
S 0.585 -4.150 -3.115  0.50
C 0.006 -4.119 0.938  -0.26
O -0.174 -2.777 1.538  -0.20
N -0.207 -2.974 2.893  -0.04
O 0.550 -2.155 3.435  0.02
C 4.140 -1.606 0.115  -0.30
C 2.983 -0.399 0.077  -0.02
O 4.802 -1.735 1.266  -0.05
H 5.284 -5.535 -0.657  0.08
H 6.738 -4.644 0.164  0.09
H 4.968 -4.328 0.832  0.08
H 5.713 -3.662 -2.284  0.13
H 6.562 -2.598 -0.961  0.14
H 3.423 -3.696 -2.638  0.13
H 2.385 -2.147 -2.066  0.11
H 2.479 -3.816 0.459  0.10
H 2.661 -5.110 -0.899  0.12
H -1.290 -5.536 -1.490  0.08
H -0.148 -1.812 -0.920  0.08
H 0.387 -2.806 -3.556  -0.11
H 0.783 -4.791 1.519  0.12
H -1.047 -4.667 1.059  0.12
H 2.980 0.246 1.057  0.10
H 3.305 0.339 -0.803  0.10
H 1.915 -0.810 -0.218  0.06
C -4.625 1.417 -0.926  -0.07
C -4.208 0.706 -2.211  -0.43
C -2.710 0.325 -2.245  -0.20
O -1.832 1.419 -2.532  -0.20
C -1.502 2.216 -1.405  -0.11
N -4.578 1.543 -3.362  0.03
H -4.283 2.453 -0.888  0.06
H -5.718 1.439 -0.842  0.08
H -4.236 0.895 -0.046  0.08
H -4.784 -0.226 -2.265  0.13
H -2.563 -0.389 -3.065  0.12
H -2.402 -0.190 -1.328  0.11
H -1.416 1.623 -0.490  0.09
H -2.240 3.010 -1.278  0.07
H -0.536 2.693 -1.599  0.09
H -4.379 1.026 -4.218  0.07
H -3.916 2.324 -3.395  0.07
C -0.427 5.720 3.603  -0.07
C -0.852 5.727 2.137  -0.43
C -2.306 5.251 1.916  -0.20
O -2.478 3.833 1.988  -0.21
C -2.619 3.326 3.306  -0.10
N 0.103 4.923 1.360  0.04
H -0.236 4.713 3.982  0.06
H 0.501 6.289 3.733  0.08
H -1.191 6.184 4.234  0.08
H -0.790 6.765 1.789  0.13
H -2.599 5.529 0.895  0.12
H -3.006 5.763 2.587  0.12
H -3.165 4.014 3.958  0.09
H -1.638 3.099 3.727  0.07
H -3.178 2.387 3.250  0.09
H -0.134 5.003 0.370  0.07
H -0.087 3.939 1.571  0.07



Here is a structure of composition C15H40AlBNO9S3 in a non-equilibrium geometry from the Open Molecules 2025 dataset. Energies are from ωB97M-V/def2-TZVPD.

## Properties
- Charge: -1
- Kohn-Sham gap: 7.34 eV
- LUMO energy: 2.25 eV
- HOMO: -5.09 eV

Last column: Löwdin charge in e.
Element x y z (Å)
C 4.658 -3.394 -1.427  -0.15
C 3.727 -4.643 -2.006  -0.27
C 2.477 -5.010 -0.966  -0.21
C 1.571 -6.184 -1.740  -0.23
C -0.017 -5.759 -1.862  -0.24
C -0.350 -4.782 -3.151  -0.20
C -0.758 -3.302 -2.576  -0.31
C -0.183 -2.034 -3.442  -0.30
Al -0.567 -0.339 -2.277  0.31
B 1.129 0.311 -1.251  -0.55
N 1.266 0.149 0.267  0.03
O 2.242 0.932 -2.042  -0.07
S -2.390 -0.616 -0.886  0.59
C -2.267 -2.121 0.234  -0.25
O -2.374 0.640 0.071  -0.51
O -3.693 -0.618 -1.748  -0.51
H 4.147 -2.362 -1.674  0.08
H 5.699 -3.418 -1.993  0.07
H 4.857 -3.545 -0.271  0.08
H 3.272 -4.416 -3.078  0.11
H 4.458 -5.584 -2.065  0.11
H 1.817 -4.034 -0.813  0.11
H 2.874 -5.436 0.064  0.11
H 1.967 -6.416 -2.818  0.10
H 1.592 -7.153 -1.043  0.10
H -0.297 -5.260 -0.816  0.11
H -0.695 -6.737 -1.949  0.10
H 0.469 -4.785 -3.987  0.11
H -1.334 -5.229 -3.656  0.11
H -1.943 -3.168 -2.537  0.11
H -0.337 -3.183 -1.478  0.07
H 0.941 -2.121 -3.759  0.05
H -0.817 -1.868 -4.431  0.06
H -0.874 0.821 -3.347  -0.05
H 2.173 0.626 0.557  0.06
H 1.481 -0.879 0.443  0.06
H 2.076 0.585 -2.989  0.08
H -1.205 -2.231 0.763  0.08
H -2.421 -3.155 -0.342  0.06
H -3.148 -2.097 1.038  0.08
O -2.200 6.833 -1.593  -0.29
S -2.604 6.269 -0.323  0.62
O -1.697 5.497 0.498  -0.29
O -3.976 5.414 -0.535  -0.27
C -4.003 4.402 -1.529  -0.28
C -3.310 3.140 -1.052  -0.09
C -3.301 7.562 0.675  -0.13
H -3.565 4.764 -2.466  0.11
H -5.056 4.179 -1.731  0.12
H -2.234 3.301 -0.936  0.08
H -3.455 2.325 -1.768  0.08
H -3.697 2.829 -0.076  0.08
H -4.031 8.113 0.080  0.07
H -2.490 8.225 0.983  0.07
H -3.771 7.116 1.554  0.07
O 2.679 2.441 3.220  -0.29
S 1.615 3.143 3.907  0.62
O 1.856 4.355 4.659  -0.30
O 0.810 2.089 4.856  -0.27
C 1.545 1.315 5.791  -0.28
C 1.899 2.126 7.023  -0.08
C 0.302 3.450 2.753  -0.11
H 2.440 0.887 5.328  0.12
H 0.904 0.477 6.086  0.12
H 2.619 2.914 6.781  0.07
H 2.342 1.487 7.793  0.08
H 1.010 2.615 7.435  0.08
H 0.074 2.523 2.222  0.08
H 0.642 4.211 2.048  0.08
H -0.572 3.811 3.299  0.08



Computed values of energy (unit: hartree) for the preceding records, in sequence: -3212.0672, -2079.8656, -2789.1863.